This record from OMol25 describes a structure of composition C16H32CoFKO12 at a distorted geometry. The level of theory is ωB97M-V/def2-TZVPD.

Each line ends with the Löwdin spin population.
Atoms and positions in Å:
Co -2.22 3.69 0.95  2.033
K 3.18 2.51 2.80  -0.001
F -0.58 1.00 0.92  0.967
O -3.23 -5.11 3.37  0.000
O 1.36 7.96 -2.30  0.000
O 3.25 -1.27 5.47  0.000
O -3.15 2.44 -5.11  0.000
O 1.48 8.67 -4.51  0.000
O -3.11 -6.84 4.61  0.000
O 1.97 6.64 -4.07  0.000
O -3.61 -7.15 2.45  0.000
O -2.24 2.29 -3.01  0.000
O 3.49 -3.23 6.76  0.000
O -1.63 0.91 -4.82  0.000
O 2.64 -3.31 4.74  0.000
C 2.03 -2.90 3.48  0.000
C 2.45 5.55 -3.32  0.000
C -3.40 -4.43 2.20  0.000
C -1.97 -8.95 5.20  0.000
C 1.56 7.77 -3.51  0.000
C 4.07 -2.62 7.88  0.000
C -3.37 -6.42 3.39  0.000
C -0.88 0.01 -3.98  0.000
C 1.27 10.06 -4.26  0.000
C -3.33 1.96 -6.47  0.000
C 3.13 -2.47 5.69  0.000
C -0.32 -1.24 -4.77  0.000
C -2.32 1.90 -4.17  0.000
C 1.03 10.94 -5.61  0.000
C -3.33 -8.14 5.06  0.000
C 2.98 -2.96 2.36  0.000
H 2.05 10.52 -3.65  0.000
H -1.10 -1.77 -5.30  0.000
H -2.38 1.99 -7.00  0.000
H 3.27 -2.01 8.29  0.000
H 0.22 -1.94 -4.13  0.000
H 0.13 10.65 -6.15  0.000
H -4.44 -4.24 1.93  0.000
H 0.96 12.01 -5.40  0.000
H 0.45 -0.89 -5.45  0.000
H 3.53 -2.02 2.35  0.000
H -2.98 -3.42 2.17  0.000
H -3.80 -8.01 6.03  0.000
H 3.31 5.79 -2.69  0.000
H -1.55 -0.32 -3.19  0.000
H 1.22 -3.62 3.36  0.000
H -1.74 -9.20 4.17  0.000
H 1.56 -1.92 3.61  0.000
H 4.88 -1.98 7.54  0.000
H -2.10 -9.85 5.80  0.000
H 1.84 10.85 -6.32  0.000
H 4.45 -3.38 8.57  0.000
H 3.66 -3.82 2.41  0.000
H -4.10 2.61 -6.89  0.000
H -3.69 0.94 -6.50  0.000
H 0.33 10.23 -3.72  0.000
H -3.94 -8.84 4.48  0.000
H -1.25 -8.29 5.68  0.000
H 1.65 5.15 -2.70  0.000
H -0.11 0.54 -3.43  0.000
H 2.75 4.75 -3.99  0.000
H 2.56 -2.89 1.36  0.000
H -2.88 -4.86 1.34  0.000

Calculated values
Total energy ... -98327.8092 eV
Net charge ... +2
F_max ... 0.060 Eh/bohr
Kohn-Sham gap (alpha / beta) ... 0.1403 / 0.0628 hartree
2S+1 ... 4